# 1
DFT (ωB97M-V with the def2-TZVPD basis set) results for a structure of composition C3H6CsMgO5.

Last column: Mulliken charge in e.
Geometry (Å):
1 H 1.51 -4.16 -0.64  0.20
2 C 1.54 -3.47 0.23  -0.02
3 C 0.37 -2.50 0.11  -0.48
4 O -0.91 -3.03 0.33  -0.66
5 Mg 3.00 -0.85 0.18  0.03
6 O 2.73 -2.76 0.28  -0.73
7 H 1.38 -4.09 1.13  0.23
8 H 0.42 -2.03 -0.89  0.24
9 H 0.55 -1.71 0.87  0.23
10 C -2.49 -1.17 0.15  0.74
11 O -2.07 -0.06 -0.33  -0.69
12 O -3.57 -1.73 -0.49  -0.46
13 H -3.33 -1.86 -1.42  0.30
14 Cs 0.01 2.70 -0.44  0.48
15 O -2.50 -1.39 1.43  -0.83
16 H -1.39 -2.60 1.36  0.42

- Kohn-Sham gap (alpha / beta): 0.1176 / 0.1176 hartree
- Total charge: -1
- Energy relative to the best compared isomer or geometry (same formula, charge and spin): 23.9 kcal/mol
- HOMO energy (alpha / beta): -2.067 / -2.068 eV

=====

# 2
DFT (ωB97M-V with the def2-TZVPD basis set) results for a cluster of 14 separate species, C43H69Cl3O44S5 in total.

Last column: Mulliken charge in e.
Geometry (Å):
1 C 0.36 0.89 -0.98  -0.92
2 Cl 1.94 1.60 -1.12  0.39
3 Cl -0.73 1.85 0.06  1.03
4 Cl 0.35 -0.88 -0.50  -0.16
5 H -0.07 0.86 -1.98  -0.54
6 C 5.81 3.53 -3.50  -1.72
7 C 5.91 3.32 -2.06  2.11
8 C 7.11 2.61 -1.62  -0.32
9 O 7.65 3.39 -0.63  -0.40
10 C 6.94 4.51 -0.39  0.69
11 O 7.21 5.28 0.50  -0.59
12 O 6.04 4.56 -1.28  -0.44
13 H 5.98 2.61 -4.06  0.39
14 H 6.48 4.32 -3.82  0.47
15 H 4.82 3.90 -3.76  0.05
16 H 5.06 2.71 -1.75  -0.67
17 H 7.92 2.52 -2.35  0.29
18 H 6.81 1.69 -1.12  0.23
19 C 3.31 -2.12 0.89  -0.23
20 C 4.17 -2.38 -0.39  0.36
21 C 3.34 -2.85 -1.59  0.46
22 O 3.59 -1.83 -2.57  -0.39
23 C 4.40 -0.90 -2.08  0.73
24 O 4.74 0.08 -2.68  -0.59
25 O 4.75 -1.19 -0.78  -0.31
26 H 2.53 -2.86 1.04  0.03
27 H 2.84 -1.14 0.89  -0.54
28 H 3.97 -2.18 1.75  0.54
29 H 4.95 -3.14 -0.32  0.35
30 H 2.28 -2.81 -1.36  -0.50
31 H 3.64 -3.83 -1.96  0.18
32 C -3.49 4.68 -1.22  -0.80
33 C -3.94 4.02 -2.48  0.43
34 C -3.52 2.63 -2.89  0.67
35 O -4.72 1.89 -2.95  -0.33
36 C -5.83 2.71 -2.75  0.60
37 O -6.98 2.43 -2.93  -0.58
38 O -5.40 3.97 -2.44  -0.46
39 H -3.80 4.10 -0.36  0.01
40 H -3.94 5.67 -1.15  0.40
41 H -2.40 4.79 -1.18  0.00
42 H -3.58 4.75 -3.21  0.16
43 H -2.88 2.23 -2.10  -0.33
44 H -3.07 2.56 -3.87  0.12
45 C -0.98 -4.81 -0.83  -1.03
46 C 0.01 -5.88 -0.50  0.93
47 C 0.14 -7.02 -1.53  -0.52
48 O 1.53 -7.11 -1.79  -0.35
49 C 2.20 -6.18 -1.14  0.46
50 O 3.44 -5.97 -1.21  -0.62
51 O 1.32 -5.32 -0.50  0.00
52 H -2.00 -5.14 -1.03  0.62
53 H -0.56 -4.32 -1.71  0.37
54 H -1.01 -4.08 -0.02  -0.32
55 H -0.24 -6.47 0.38  -0.15
56 H -0.38 -6.74 -2.45  0.29
57 H -0.28 -7.97 -1.19  0.35
58 C -3.16 4.50 2.82  -1.25
59 C -1.79 4.97 3.12  0.83
60 C -0.85 4.84 1.88  1.89
61 O -0.21 6.10 1.75  -0.35
62 C -0.70 6.93 2.74  0.41
63 O -0.28 8.04 3.02  -0.62
64 O -1.72 6.40 3.38  -0.43
65 H -3.09 3.49 2.44  0.03
66 H -3.65 5.06 2.02  0.35
67 H -3.71 4.50 3.76  0.37
68 H -1.39 4.50 4.02  0.08
69 H -1.40 4.51 1.00  -0.93
70 H -0.06 4.10 2.03  -0.63
71 C 0.80 -1.96 -5.56  -1.66
72 C 1.00 -0.80 -4.69  1.45
73 C 2.07 0.12 -5.13  -0.36
74 O 1.54 1.40 -4.84  -0.35
75 C 0.19 1.24 -4.63  0.62
76 O -0.66 2.17 -4.48  -0.60
77 O -0.16 -0.03 -4.79  -0.13
78 H 1.72 -2.54 -5.59  0.43
79 H 0.59 -1.72 -6.60  0.35
80 H -0.05 -2.52 -5.18  0.31
81 H 1.17 -1.05 -3.64  -0.35
82 H 2.32 0.12 -6.19  0.33
83 H 2.94 -0.09 -4.51  0.02
84 C 5.60 1.18 1.90  -1.03
85 C 4.45 1.69 2.85  0.38
86 C 3.09 1.60 2.20  0.41
87 O 2.38 0.58 2.83  0.41
88 C 3.13 0.11 3.82  0.28
89 O 2.69 -0.76 4.59  -0.65
90 O 4.31 0.67 3.82  -0.44
91 H 5.75 1.80 1.01  -0.01
92 H 5.35 0.16 1.61  0.18
93 H 6.58 1.24 2.37  0.48
94 H 4.59 2.63 3.37  0.46
95 H 3.30 1.32 1.16  -0.51
96 H 2.57 2.56 2.20  -0.12
97 C -3.47 -0.64 -4.64  -1.14
98 C -3.78 -1.64 -3.52  0.16
99 C -2.57 -2.45 -3.14  0.30
100 O -2.31 -1.98 -1.86  0.60
101 C -3.23 -1.17 -1.38  0.04
102 O -3.33 -0.80 -0.20  -0.32
103 O -4.07 -0.89 -2.39  -0.26
104 H -3.09 -1.05 -5.58  0.46
105 H -2.54 -0.13 -4.40  0.01
106 H -4.36 -0.03 -4.81  0.37
107 H -4.59 -2.34 -3.71  0.28
108 H -1.76 -2.19 -3.82  -0.72
109 H -2.91 -3.49 -3.15  0.39
110 C 0.40 5.36 -2.90  -0.25
111 C 1.75 4.93 -3.60  -0.10
112 O 2.77 4.90 -2.65  -0.14
113 S 2.20 5.33 -1.10  0.93
114 O 2.36 6.77 -0.89  -0.55
115 O 2.56 4.45 0.00  -0.29
116 O 0.58 4.94 -1.57  -0.11
117 H -0.46 4.87 -3.36  0.16
118 H 0.28 6.44 -2.98  0.30
119 H 2.01 5.64 -4.38  0.38
120 H 1.68 3.97 -4.11  -0.15
121 C -0.79 -0.64 3.66  1.07
122 C -2.02 0.15 3.08  0.44
123 O -1.69 1.51 3.33  -0.14
124 S -0.47 1.76 4.47  1.19
125 O -0.94 2.47 5.66  -0.67
126 O 0.68 2.34 3.78  -0.54
127 O -0.25 0.17 4.73  -0.38
128 H -0.04 -0.68 2.87  -0.43
129 H -0.95 -1.64 4.05  -0.20
130 H -2.92 0.02 3.68  -0.13
131 H -2.23 0.07 2.02  -0.36
132 C -7.21 -0.39 2.90  -0.46
133 C -5.93 -1.22 2.94  -0.28
134 O -5.01 -0.66 2.07  0.13
135 S -5.42 0.96 1.90  0.83
136 O -5.01 1.48 0.60  -0.27
137 O -4.95 1.66 3.11  -0.57
138 O -7.01 0.65 2.01  -0.34
139 H -7.46 0.08 3.85  0.27
140 H -8.07 -0.91 2.47  0.29
141 H -6.01 -2.29 2.79  0.32
142 H -5.40 -1.14 3.89  0.24
143 C 0.41 -7.01 3.77  -0.13
144 C 1.06 -6.60 5.02  -0.43
145 O 1.64 -5.33 4.85  -0.39
146 S 1.74 -4.79 3.30  0.85
147 O 3.13 -4.54 2.98  -0.59
148 O 0.75 -3.76 3.06  0.07
149 O 1.12 -6.20 2.80  -0.25
150 H -0.67 -6.87 3.88  0.10
151 H 0.52 -8.08 3.58  0.36
152 H 1.76 -7.29 5.48  0.27
153 H 0.26 -6.45 5.75  0.29
154 C -2.62 -4.13 2.37  0.22
155 C -4.21 -4.10 2.60  -0.17
156 O -4.34 -3.49 3.83  -0.25
157 S -3.12 -3.81 4.86  1.20
158 O -3.29 -5.01 5.67  -0.63
159 O -2.59 -2.66 5.57  -0.50
160 O -2.04 -4.08 3.63  -0.35
161 H -2.17 -3.36 1.75  -0.14
162 H -2.23 -5.00 1.84  0.00
163 H -4.57 -5.13 2.58  0.26
164 H -4.60 -3.49 1.78  0.30

- Kohn-Sham gap: 0.3394 hartree
- Total charge: 0
- HOMO energy: -9.947 eV

=====

# 3
DFT (ωB97M-V with the def2-TZVPD basis set) results for the molecule C3H5FN2.

Last column: Mulliken charge in e.
Geometry (Å):
1 C -0.54 -1.18 -0.19  -0.08
2 C -1.06 0.23 -0.21  -0.31
3 C 1.18 0.13 0.46  0.19
4 N 0.65 -1.32 0.19  -0.51
5 N 0.08 1.01 0.25  -0.38
6 F 2.22 0.37 -0.40  -0.30
7 H -1.14 -2.02 -0.48  0.39
8 H -1.43 0.50 -1.21  0.26
9 H -1.89 0.33 0.50  0.22
10 H 1.59 0.17 1.48  0.26
11 H 0.34 1.76 -0.38  0.26

- Kohn-Sham gap: 0.3983 hartree
- SMILES: F[C@@H]1N=CCN1
- Total charge: 0
- Energy relative to the best compared isomer or geometry (same formula, charge and spin): 0.8 kcal/mol
- HOMO energy: -9.840 eV

=====

# 4
DFT (ωB97M-V with the def2-TZVPD basis set) results for a cluster of 2 separate species, BH4NS in total.

Last column: Mulliken charge in e.
Geometry (Å):
1 B -0.10 -0.12 -0.18  -0.16
2 N 0.54 1.00 -0.69  -0.13
3 S -1.72 -0.33 0.56  -0.22
4 H 0.90 -2.25 0.03  -0.12
5 H 1.56 0.97 -0.92  0.26
6 H 0.13 1.79 -0.32  0.23
7 H -1.30 -1.06 1.51  0.14

- Kohn-Sham gap (alpha / beta): 0.3059 / 0.3058 hartree
- Total charge: 0
- Energy relative to the best compared isomer or geometry (same formula, charge and spin): 90.2 kcal/mol
- HOMO energy (alpha / beta): -8.124 / -8.121 eV

=====

# 5
DFT (ωB97M-V with the def2-TZVPD basis set) results for a structure of composition C37H41CoN6PSSb.

Last column: Mulliken charge in e.
Geometry (Å):
1 Co 0.77 0.62 -0.92  -0.71
2 N -0.70 3.39 -3.40  0.07
3 C -1.39 2.40 -4.09  0.84
4 C -2.20 2.48 -5.19  -1.24
5 C -2.87 1.34 -5.56  -0.67
6 C -2.65 0.15 -4.85  -0.73
7 C -1.75 0.03 -3.82  -0.81
8 C -1.13 1.21 -3.40  0.51
9 N -0.27 1.47 -2.37  0.42
10 C -0.02 2.80 -2.39  0.02
11 C 0.78 3.40 -1.30  -0.15
12 C 1.06 4.71 -1.03  -0.31
13 S 2.06 4.80 0.36  -0.05
14 C 2.08 3.09 0.49  -0.34
15 N 1.38 2.50 -0.45  0.44
16 H -0.74 4.34 -3.62  0.19
17 H -2.33 3.40 -5.69  0.54
18 H -3.55 1.36 -6.38  0.49
19 H -3.18 -0.73 -5.17  0.45
20 H -1.58 -0.94 -3.37  0.47
21 H 0.71 5.59 -1.52  0.47
22 H 2.54 2.53 1.30  0.45
23 C -4.36 -0.50 1.28  -1.18
24 C -3.49 -1.69 1.51  0.63
25 C -4.01 -2.92 1.87  -0.66
26 C -3.23 -4.06 2.05  -0.83
27 C -1.87 -3.99 1.90  -0.83
28 C -1.31 -2.77 1.54  -1.00
29 C -2.10 -1.65 1.38  0.56
30 Sb -0.86 0.12 1.13  2.31
31 C 0.36 0.06 2.84  0.41
32 C 1.74 0.02 2.69  0.17
33 C 2.61 -0.09 3.72  -1.00
34 C 2.06 -0.18 5.00  -0.77
35 C 0.72 -0.19 5.18  -0.72
36 C -0.15 -0.06 4.11  0.56
37 C -1.64 -0.07 4.33  -1.44
38 C -1.97 1.91 0.69  1.34
39 C -2.66 1.80 -0.53  -1.21
40 C -3.45 2.80 -1.07  -0.95
41 C -3.57 3.97 -0.34  -0.92
42 C -2.94 4.11 0.88  -0.58
43 C -2.10 3.11 1.39  0.68
44 C -1.39 3.37 2.71  -1.79
45 H -5.32 -0.72 1.69  0.58
46 H -4.46 -0.36 0.21  0.28
47 H -4.01 0.40 1.78  0.19
48 H -5.06 -2.97 2.04  0.48
49 H -3.74 -4.93 2.43  0.41
50 H -1.25 -4.81 2.13  0.51
51 H -0.23 -2.70 1.46  0.49
52 H 2.17 0.13 1.69  -0.22
53 H 3.68 0.01 3.58  0.52
54 H 2.71 -0.25 5.87  0.42
55 H 0.32 -0.29 6.19  0.50
56 H -1.95 0.38 5.26  0.55
57 H -2.04 -1.09 4.32  0.34
58 H -2.14 0.53 3.54  0.12
59 H -2.60 0.85 -1.08  0.61
60 H -3.97 2.62 -2.00  0.66
61 H -4.20 4.79 -0.72  0.43
62 H -3.01 5.03 1.45  0.51
63 H -0.94 4.35 2.66  0.57
64 H -0.57 2.68 2.98  -0.05
65 H -2.12 3.38 3.48  0.45
66 C 4.51 -3.18 -0.05  -0.94
67 N 3.23 -3.75 -0.60  -0.01
68 C 3.51 -4.06 -2.13  -0.75
69 N 3.98 -2.90 -2.77  0.17
70 C 5.22 -2.34 -2.16  -0.83
71 N 5.01 -2.02 -0.76  0.12
72 C 4.16 -0.83 -0.60  -0.91
73 P 2.49 -1.19 -1.31  1.25
74 C 2.10 -2.74 -0.43  -0.95
75 C 2.94 -1.88 -2.97  -1.12
76 H 5.29 -3.96 -0.19  0.38
77 H 4.29 -2.96 0.98  0.48
78 H 3.04 -4.64 -0.11  0.40
79 H 2.57 -4.38 -2.59  0.41
80 H 4.22 -4.88 -2.17  0.35
81 H 5.51 -1.45 -2.76  0.38
82 H 5.99 -3.08 -2.26  0.33
83 H 4.59 -0.03 -1.21  0.56
84 H 4.11 -0.58 0.49  0.28
85 H 1.22 -3.20 -0.82  0.66
86 H 2.00 -2.51 0.64  0.38
87 H 3.29 -1.15 -3.71  0.44
88 H 2.04 -2.36 -3.39  0.42

- Kohn-Sham gap (alpha / beta): 0.2954 / 0.2611 hartree
- Total charge: +3
- Energy relative to the best compared isomer or geometry (same formula, charge and spin): 0.0 kcal/mol
- HOMO energy (alpha / beta): -15.578 / -15.747 eV
- Multiplicity: 4

=====

Let's list max |F| in order: 6.4 5.2 2.3 3.9 1.9 eV/Å.